## w
# C4H4F2

One molecule with the formula C4H4F2 (the ωB97M-V functional and the def2-TZVPD basis, the OMol25 dataset).

Structure (SMILES): F/C=C\C=C\F
Highest occupied orbital energy: -9.260 eV
Frontier orbital gap: 10.258 eV

ORCA input file:
```
! wB97M-V def2-TZVPD RIJCOSX def2/J DEFGRID3
* xyz 0 1
C -0.688 0.203 -0.372
C 0.164 0.222 1.176
C -0.768 0.049 -1.714
C 1.330 -0.428 1.242
F -2.008 0.148 -2.210
F 1.980 -0.833 0.158
H -1.701 0.595 -0.142
H -0.395 0.569 2.070
H 0.081 -0.011 -2.355
H 2.006 -0.514 2.147
*
```

=====

## x
# C4H4F2

One molecule with the formula C4H4F2 (the ωB97M-V functional and the def2-TZVPD basis, the OMol25 dataset).

Structure (SMILES): F/C=C\C=C\F
Highest occupied orbital energy: -8.864 eV
Frontier orbital gap: 9.938 eV

ORCA input file:
```
! wB97M-V def2-TZVPD RIJCOSX def2/J DEFGRID3
* xyz 0 1
C -1.848 0.079 0.001
C -0.578 0.484 -0.009
C 0.567 -0.419 -0.003
C 1.818 0.021 -0.003
H -2.709 0.735 -0.006
H -0.410 1.540 0.016
H 0.380 -1.495 -0.016
H 2.084 1.083 0.018
F -2.168 -1.218 0.002
F 2.865 -0.809 0.001
*
```

=====

Relative energies with respect to the most stable structure, expressed in hartree: w 0.0759; x 0.0000.